Entry 1:
Formula: C28H56O7
Source: the OMol25 dataset
Level of theory: ωB97M-V with the def2-TZVPD basis set

Each line ends with the Mulliken charge.
Geometry (Å):
C: -0.95341 3.66396 2.19789  -0.314
C: -0.17901 3.76833 3.50042  -0.142
C: -1.26749 4.36876 4.38267  -0.584
O: -2.43039 3.62564 4.06766  -0.506
C: -2.35716 3.25144 2.68918  -0.188
H: -0.58003 2.95093 1.45904  0.050
H: -1.00412 4.61141 1.65774  0.377
H: 0.70186 4.40717 3.41729  0.419
H: 0.15091 2.80898 3.90539  -0.172
H: -1.38836 5.41469 4.05960  0.287
H: -1.07398 4.34676 5.45173  0.398
H: -3.16405 3.79660 2.19302  0.275
H: -2.47942 2.17875 2.53222  0.115
C: 0.72254 3.47263 -5.97181  -0.653
C: -0.10745 2.83183 -4.86537  -0.102
C: -0.73493 1.62982 -5.58674  -0.151
O: -0.72961 1.95508 -6.97565  -0.457
C: -0.23779 3.27475 -7.13796  -0.495
H: 1.63495 2.89986 -6.13970  0.290
H: 0.96014 4.52494 -5.81924  0.354
H: -0.87031 3.51813 -4.49011  0.022
H: 0.46930 2.56609 -3.97579  0.245
H: -1.77435 1.53391 -5.25021  0.190
H: -0.24884 0.67855 -5.36651  0.174
H: -1.05052 4.01146 -7.11325  0.266
H: 0.23998 3.33037 -8.11702  0.327
C: -2.48630 3.24061 -1.35957  -0.071
C: -3.07807 2.09892 -0.52761  0.721
C: -4.08045 1.42473 -1.46703  -0.582
O: -4.03700 2.16998 -2.69307  -0.463
C: -3.62482 3.48424 -2.33658  -0.598
H: -1.65630 2.91305 -1.98770  -0.134
H: -2.24645 4.14595 -0.80423  0.308
H: -3.59945 2.49980 0.34223  -0.089
H: -2.27184 1.47529 -0.13851  -0.289
H: -5.09789 1.52725 -1.07019  0.271
H: -3.91097 0.37793 -1.70700  0.255
H: -4.46624 4.02217 -1.87248  0.275
H: -3.37184 4.00076 -3.26185  0.408
C: -1.05059 -0.26028 4.04034  1.110
C: 0.46926 -0.41485 4.18613  -0.421
C: 0.68895 -0.13665 5.66160  -0.605
O: -0.48602 -0.56230 6.32287  -0.435
C: -1.57629 -0.27631 5.47587  -0.616
H: -1.46448 -1.09054 3.46540  0.315
H: -1.33448 0.64358 3.50391  -1.172
H: 1.03018 0.26890 3.55088  0.341
H: 0.76957 -1.44442 3.98702  0.222
H: 0.85632 0.93475 5.85499  0.251
H: 1.55066 -0.66089 6.07386  0.374
H: -2.01349 0.70744 5.71448  0.280
H: -2.41688 -0.95643 5.61929  0.348
C: 4.46539 -3.11447 -2.69186  -0.293
C: 5.46420 -4.24206 -3.00206  -0.585
C: 6.79565 -3.52417 -2.87061  -0.443
O: 6.55208 -2.29717 -3.54432  -0.432
C: 5.29485 -1.84861 -3.08813  -0.431
H: 4.20488 -3.07484 -1.63706  0.213
H: 3.58099 -3.17572 -3.32275  0.239
H: 5.34984 -4.55824 -4.03854  0.253
H: 5.35160 -5.11971 -2.36638  0.334
H: 7.60394 -4.04189 -3.38842  0.331
H: 7.12308 -3.35590 -1.83793  0.262
H: 4.80449 -1.25730 -3.86080  0.288
H: 5.38274 -1.20082 -2.20491  0.264
C: -0.75761 -4.18036 2.78642  0.876
C: 0.25213 -4.93940 3.65660  -0.542
C: -0.59993 -6.01235 4.30620  -0.539
O: -1.64835 -6.29305 3.41519  -0.407
C: -2.03600 -5.04798 2.85378  -0.594
H: -0.47603 -4.11443 1.73605  0.161
H: -0.94962 -3.16351 3.12675  -0.806
H: 0.70192 -4.32766 4.44215  0.297
H: 1.07481 -5.32813 3.05793  0.298
H: -1.00646 -5.66348 5.26980  0.276
H: -0.05149 -6.91839 4.57265  0.362
H: -2.84685 -4.60090 3.43991  0.327
H: -2.41984 -5.24837 1.85296  0.288
C: 1.41835 -0.64462 -0.87423  -0.595
C: 0.76128 -0.31886 -2.21638  -0.100
C: -0.56593 -1.02167 -2.01846  -0.651
O: -0.95130 -0.68045 -0.69891  -0.429
C: 0.23050 -0.60280 0.10211  0.545
H: 2.22184 0.03540 -0.60037  0.380
H: 1.78567 -1.67013 -0.93684  0.179
H: 1.32318 -0.65939 -3.08501  0.506
H: 0.57449 0.75229 -2.33740  -0.167
H: -0.41060 -2.11481 -2.08029  0.229
H: -1.37958 -0.82634 -2.71517  0.383
H: 0.26378 -1.44914 0.79853  -0.118
H: 0.17442 0.29593 0.72226  -0.184

Results
SMILES	C1CCOC1.C1CCOC1.C1CCOC1.C1CCOC1.C1CCOC1.C1CCOC1.C1CCOC1
orbital gap	9.99	eV

=====

Entry 2:
Formula: C72H68F10N2O2
Source: the OMol25 dataset
Level of theory: ωB97M-V with the def2-TZVPD basis set

Each line ends with the Mulliken charge.
Geometry (Å):
N: 7.47091 -33.26633 19.15198  0.414
C: 6.18234 -32.93594 19.12584  -0.580
C: 5.35821 -32.99994 20.23467  -0.343
C: 5.90601 -33.45703 21.41924  -0.891
C: 7.21004 -33.91864 21.43169  -0.539
C: 7.94149 -33.81755 20.26384  -0.451
H: 5.79984 -32.49793 18.20819  0.418
H: 4.29653 -32.80682 20.13748  0.145
H: 5.35206 -33.52914 22.34988  0.817
H: 7.68872 -34.40132 22.27241  0.592
H: 8.98564 -34.11835 20.23739  -0.005
N: 0.98524 -28.29502 20.84995  -0.622
C: 2.03539 -27.47859 20.81996  -0.484
C: 3.35284 -27.90908 20.73109  -0.798
C: 3.55931 -29.27606 20.67794  0.049
C: 2.47378 -30.13178 20.68392  0.136
C: 1.20576 -29.59995 20.81279  -0.465
H: 1.80014 -26.41886 20.78520  0.381
H: 4.18010 -27.21781 20.66857  0.457
H: 4.55003 -29.69093 20.52240  0.700
H: 2.62757 -31.20419 20.66409  0.184
H: 0.32977 -30.23901 20.82865  0.475
C: 3.06061 -33.86745 17.01827  -0.089
O: 2.08873 -33.71668 18.05178  -0.443
H: 2.95534 -33.10795 16.24198  0.413
H: 4.04774 -33.75571 17.46808  -0.394
H: 3.02723 -34.87561 16.59690  0.323
H: 1.25035 -33.48222 17.64555  0.247
C: 9.44145 -31.71220 16.61564  -0.399
O: 9.78097 -32.23826 17.88160  -0.421
H: 8.43362 -31.28531 16.60284  0.000
H: 10.15516 -30.93338 16.33738  0.333
H: 9.50549 -32.45825 15.81002  0.197
H: 8.95488 -32.63307 18.21991  0.431
F: 2.40481 -32.15975 23.17548  -0.091
C: 1.29724 -32.77322 22.69245  -0.089
C: 1.44460 -33.83668 21.84097  0.222
C: 0.31739 -34.31710 21.16748  -0.855
C: -0.93357 -33.81339 21.49486  -0.726
C: -1.06011 -32.78928 22.43028  -0.338
C: 0.06450 -32.26148 23.05226  -0.648
H: 2.42474 -34.22318 21.59402  0.738
H: 0.47400 -35.08141 20.41828  0.556
H: -1.79940 -34.14900 20.93620  0.378
H: -2.05005 -32.43687 22.68750  0.401
H: -0.01842 -31.43248 23.74092  0.482
F: 6.84532 -40.14956 19.01625  -0.464
C: 6.42200 -39.04929 18.34607  0.320
C: 6.24876 -39.13458 16.98140  -0.658
C: 5.84132 -37.99626 16.30102  -0.497
C: 5.48068 -36.85994 17.00806  -0.570
C: 5.64162 -36.79442 18.38852  0.165
C: 6.12509 -37.90560 19.06095  -0.494
H: 6.46242 -40.06681 16.47481  0.463
H: 5.77231 -37.99823 15.22235  0.439
H: 5.20188 -35.95762 16.47773  0.204
H: 5.49830 -35.86648 18.92670  0.589
H: 6.34348 -37.87422 20.12058  0.438
F: 9.80685 -35.26646 15.20879  -0.394
C: 9.78809 -36.24426 16.14169  0.177
C: 9.65088 -35.89581 17.46543  0.068
C: 9.62967 -36.90771 18.42286  -0.051
C: 9.81235 -38.22624 18.03868  -1.002
C: 9.97026 -38.54431 16.69618  -0.509
C: 9.94161 -37.55289 15.73010  -0.655
H: 9.48070 -34.87451 17.78274  0.767
H: 9.48853 -36.66721 19.46682  0.221
H: 9.84748 -39.00200 18.79248  0.449
H: 10.09922 -39.58570 16.42783  0.404
H: 9.96835 -37.74920 14.66600  0.445
F: 10.79860 -32.19368 25.25949  -0.352
C: 9.83165 -33.02282 25.69303  0.083
C: 9.82923 -33.40257 27.01336  -0.617
C: 8.83208 -34.24750 27.48123  -0.618
C: 7.83664 -34.68275 26.60809  -0.586
C: 7.86664 -34.29685 25.27898  0.161
C: 8.86983 -33.46677 24.80257  0.197
H: 10.63566 -33.08086 27.66089  0.465
H: 8.89649 -34.55029 28.51682  0.428
H: 7.09531 -35.37415 26.99073  0.436
H: 7.06199 -34.61153 24.62223  0.009
H: 8.93577 -33.10479 23.78332  0.480
F: 12.15880 -34.70661 23.88938  -0.432
C: 11.98527 -34.53659 22.55769  0.417
C: 11.66711 -33.28807 22.08183  -0.527
C: 11.55635 -33.11145 20.70442  -0.185
C: 11.74460 -34.17470 19.83428  -0.940
C: 11.98903 -35.43640 20.35903  -0.238
C: 12.14455 -35.62779 21.72738  -0.609
H: 11.58858 -32.46367 22.77823  0.538
H: 11.37310 -32.09953 20.36391  0.430
H: 11.67841 -34.04089 18.76386  0.550
H: 12.19960 -36.22673 19.64872  0.543
H: 12.50799 -36.56414 22.12944  0.512
F: 4.98643 -27.86175 23.35959  -0.230
C: 5.38329 -28.88145 24.15186  0.051
C: 6.24764 -28.61125 25.19426  -0.477
C: 6.69923 -29.66147 25.98425  -0.680
C: 6.25897 -30.94944 25.70960  -0.535
C: 5.42064 -31.20844 24.63693  -0.493
C: 5.01730 -30.17074 23.81442  0.125
H: 6.54893 -27.58569 25.37012  0.438
H: 7.35747 -29.47193 26.82031  0.400
H: 6.65552 -31.77145 26.29594  0.443
H: 5.14970 -32.22967 24.40291  0.558
H: 4.45337 -30.35529 22.91114  0.349
F: 6.42084 -35.83850 14.08935  -0.267
C: 6.09252 -34.52962 14.01221  0.140
C: 5.47059 -34.08303 12.86875  -0.810
C: 5.04549 -32.76543 12.83572  -0.512
C: 5.34396 -31.90251 13.88174  -0.540
C: 6.06412 -32.36120 14.97584  -0.292
C: 6.41846 -33.70049 15.06481  0.074
H: 5.23036 -34.73059 12.03706  0.445
H: 4.51584 -32.36800 11.97941  0.402
H: 5.10487 -30.85004 13.81388  0.351
H: 6.29731 -31.69553 15.79870  0.208
H: 6.90475 -34.15945 15.91915  0.820
F: 8.24331 -36.84859 21.56727  0.446
C: 8.98965 -37.80569 22.16670  -0.014
C: 9.00579 -39.08322 21.64338  -0.235
C: 9.85018 -40.03353 22.20800  -0.661
C: 10.60856 -39.70921 23.32560  -0.634
C: 10.56929 -38.42159 23.84916  -0.765
C: 9.77264 -37.45650 23.25004  -0.416
H: 8.36194 -39.34880 20.81487  0.392
H: 9.88482 -41.03406 21.79971  0.469
H: 11.27501 -40.44150 23.76375  0.373
H: 11.18305 -38.16701 24.70247  0.477
H: 9.71051 -36.44780 23.64548  0.731
F: 3.97703 -36.29637 21.23921  -0.147
C: 3.87298 -36.51286 22.56750  -0.119
C: 5.01869 -36.56737 23.33114  -0.248
C: 4.90622 -36.81359 24.69575  -0.652
C: 3.66039 -37.00902 25.27559  -0.775
C: 2.52157 -36.87126 24.49573  -0.510
C: 2.62254 -36.61023 23.13542  -0.356
H: 5.99705 -36.42651 22.88558  0.988
H: 5.80746 -36.80094 25.29660  0.492
H: 3.59608 -37.22951 26.33257  0.414
H: 1.53789 -36.95292 24.93977  0.421
H: 1.73047 -36.58354 22.52621  0.502
F: 4.82476 -29.96005 17.59420  -0.252
C: 3.98846 -29.42355 16.67871  0.457
C: 2.62691 -29.43368 16.89585  -0.292
C: 1.79277 -28.92180 15.91347  -0.529
C: 2.32836 -28.39064 14.75207  -0.622
C: 3.70016 -28.28687 14.60705  -0.295
C: 4.54073 -28.83143 15.56093  -0.559
H: 2.24016 -29.86689 17.81128  0.475
H: 0.72901 -28.91070 16.10928  0.422
H: 1.65407 -27.96583 14.01936  0.389
H: 4.12435 -27.73821 13.77610  0.415
H: 5.61855 -28.83975 15.45031  0.427

Results
orbital gap	9.35	eV

=====

Entry 3:
Formula: C3H4CaLiO3
Source: the OMol25 dataset
Level of theory: ωB97M-V with the def2-TZVPD basis set

Each line ends with the Mulliken charge.
Geometry (Å):
O: -1.13624 0.47561 0.73255  -0.274
C: 0.04080 0.13749 0.28481  1.187
C: -2.31922 -0.40834 0.59287  0.031
O: 1.00344 0.93265 0.44578  -0.769
O: 0.25960 -0.98784 -0.29054  -0.819
C: -2.81392 -0.60380 -0.77554  -1.418
H: -2.97410 -0.04310 1.39481  0.243
H: -3.25118 0.29972 -1.22665  0.138
H: -3.51258 -1.45877 -0.78781  0.348
Li: -1.07691 -1.68268 -1.43786  0.752
Ca: 2.47737 -0.41625 -0.49129  0.411
H: -2.00163 -1.50196 1.01900  0.169

Results
expectation value of S²	0.7503
2S+1	2
orbital gap (spin up / spin down)	5.26 / 6.28	eV

=====

| no. | strongest force on any atom (eV Å⁻¹) | energy (eV) |
| --- | --- | --- |
| 1 | 1.3 | -44273.184 |
| 2 | 0.9 | -110016.539 |
| 3 | 3.7 | -27961.657 |